1.
# C22H40N3O3OsP3

C22H40N3O3OsP3 as an isolated structure (ωB97M-V/def2-TZVPD, the OMol25 dataset).

```
72
C22H40N3O3OsP3 (ωB97M-V/def2-TZVPD)
P 3.236 -0.338 -0.204
C 3.611 -0.273 1.540
H 4.697 -0.362 1.707
H 3.109 -1.080 2.089
H 3.201 0.656 1.973
C 2.717 -1.929 -0.800
H 2.562 -1.856 -1.890
H 1.750 -2.163 -0.322
H 3.485 -2.679 -0.528
C 4.407 0.524 -1.240
H 5.128 -0.200 -1.663
H 4.879 1.356 -0.687
H 3.845 0.983 -2.068
P -1.019 3.088 -0.964
C -0.950 3.341 0.798
H -1.381 4.321 1.060
H 0.077 3.330 1.183
H -1.528 2.603 1.366
C -0.006 4.461 -1.627
H 0.026 4.384 -2.729
H 1.013 4.357 -1.204
H -0.470 5.421 -1.328
C -2.755 3.486 -1.407
H -2.881 4.585 -1.395
H -3.437 3.021 -0.671
H -2.975 3.091 -2.419
P -2.773 -1.890 -0.157
C -3.200 -1.968 1.572
H -3.621 -2.959 1.815
H -3.912 -1.165 1.809
H -2.321 -1.755 2.210
C -4.161 -1.840 -1.275
H -5.078 -2.175 -0.762
H -3.950 -2.465 -2.154
H -4.259 -0.800 -1.623
C -1.508 -3.057 -0.647
H -2.010 -3.995 -0.979
H -0.783 -3.202 0.182
H -0.943 -2.576 -1.465
Os -0.653 1.592 -2.683
C 1.740 0.796 -0.332
O 1.043 1.514 0.349
C -1.985 -0.170 -0.469
O -1.792 0.636 0.423
C -1.746 0.965 -4.192
C -1.335 -0.145 -3.432
C 0.005 -0.323 -3.093
C 0.961 0.623 -3.458
C 0.585 1.758 -4.220
C -0.781 1.925 -4.604
H -2.796 1.071 -4.447
H -2.037 -0.889 -3.078
H 0.286 -1.178 -2.473
H 1.984 0.458 -3.099
H 1.344 2.504 -4.482
H -1.104 2.809 -5.160
C 1.444 0.372 5.239
N 1.123 -0.768 4.393
C 1.960 -1.833 4.312
C 1.622 -2.863 3.482
C 0.361 -2.829 2.849
N -0.425 -1.775 2.886
C -0.029 -0.647 3.566
O -0.619 0.438 3.524
N -0.068 -3.898 2.084
H 0.552 0.850 5.665
H 1.986 1.122 4.639
H 2.051 -0.005 6.067
H 2.836 -1.797 4.970
H 2.243 -3.732 3.382
H -1.059 -4.113 2.153
H 0.484 -4.741 2.143
```

Summary:
Electronic energy: -64362.3439 eV
Relative energy (zero: lowest compared OMol25 entry of this formula, charge and spin): 0.536 eV
Multiplicity: 5
Kohn-Sham gap (alpha / beta): 0.177 / 0.162 Eh
HOMO (alpha / beta): -18.385 / -18.384 eV
LUMO energy (alpha / beta): -0.4985 / -0.5139 Eh
M: 677.732 g mol⁻¹
Net charge: +4

The computed Löwdin charges, all in e, follow: atom 1 (P): 0.879, atom 2 (C): -0.144, atom 3 (H): 0.100, atom 4 (H): 0.045, atom 5 (H): 0.084, atom 6 (C): -0.146, atom 7 (H): 0.073, atom 8 (H): 0.062, atom 9 (H): 0.109, atom 10 (C): -0.140, atom 11 (H): 0.105, atom 12 (H): 0.104, atom 13 (H): 0.056, atom 14 (P): 0.687, atom 15 (C): -0.221, atom 16 (H): 0.104, atom 17 (H): 0.064, atom 18 (H): 0.056, atom 19 (C): -0.201, atom 20 (H): 0.048, atom 21 (H): 0.074, atom 22 (H): 0.095, atom 23 (C): -0.194, atom 24 (H): 0.093, atom 25 (H): 0.076, atom 26 (H): 0.041, atom 27 (P): 0.897, atom 28 (C): -0.157, atom 29 (H): 0.101, atom 30 (H): 0.095, atom 31 (H): 0.031, atom 32 (C): -0.151, atom 33 (H): 0.101, atom 34 (H): 0.084, atom 35 (H): 0.070, atom 36 (C): -0.155, atom 37 (H): 0.110, atom 38 (H): 0.031, atom 39 (H): 0.038, atom 40 (Os): 1.390, atom 41 (C): -0.166, atom 42 (O): 0.004, atom 43 (C): -0.153, atom 44 (O): 0.008, atom 45 (C): -0.186, atom 46 (C): -0.219, atom 47 (C): -0.207, atom 48 (C): -0.191, atom 49 (C): -0.167, atom 50 (C): -0.182, atom 51 (H): 0.167, atom 52 (H): 0.122, atom 53 (H): 0.110, atom 54 (H): 0.116, atom 55 (H): 0.173, atom 56 (H): 0.168, atom 57 (C): 0.005, atom 58 (N): -0.046, atom 59 (C): -0.024, atom 60 (C): -0.019, atom 61 (C): -0.381, atom 62 (N): 0.148, atom 63 (C): -0.472, atom 64 (O): 0.040, atom 65 (N): 0.124, atom 66 (H): 0.115, atom 67 (H): 0.102, atom 68 (H): 0.109, atom 69 (H): 0.162, atom 70 (H): 0.118, atom 71 (H): 0.113, atom 72 (H): 0.119


2.
# C9H17Cl2N3O4P

A 2-piece molecular cluster, C9H17Cl2N3O4P overall (ωB97M-V/def2-TZVPD, the OMol25 dataset).

```
36
C9H17Cl2N3O4P (ωB97M-V/def2-TZVPD)
C 0.421 1.891 -3.282
C 1.201 1.071 -2.313
N 2.509 0.899 -2.507
C 3.099 0.153 -1.529
N 2.075 -0.184 -0.625
C 2.439 -0.874 0.505
Cl 3.086 0.339 1.963
C 1.529 -1.961 1.060
C 2.402 -3.119 1.530
Cl 0.509 -1.504 2.446
C 0.843 0.416 -1.136
P -0.789 0.475 -0.506
N -1.708 1.351 -1.410
O -0.717 1.060 0.978
O -1.324 -1.028 -0.310
H -0.274 2.537 -2.749
H 1.103 2.513 -3.863
H -0.184 1.269 -3.945
H 3.009 1.306 -3.277
H 4.129 -0.118 -1.428
H 3.372 -1.367 0.241
H 0.880 -2.313 0.259
H 3.132 -2.748 2.249
H 2.898 -3.591 0.681
H 1.785 -3.852 2.047
H -2.503 0.828 -1.755
H -1.188 1.914 0.970
H -0.994 -1.586 -1.022
O -4.178 -0.982 2.067
C -3.475 -0.001 2.403
C -4.231 1.582 1.773
O -3.465 2.517 2.099
H -2.496 0.132 1.923
H -3.372 0.201 3.490
H -5.218 1.486 2.263
H -4.304 1.290 0.710
```

Summary:
Electronic energy: -56598.8253 eV
Kohn-Sham gap: 0.078 Eh
HOMO: -0.891 eV
LUMO energy: 0.0451 Eh
M: 333.132 g mol⁻¹
Net charge: -1

The computed natural (NBO) charges, all in e, follow: atom 1 (C): -0.648, atom 2 (C): 0.217, atom 3 (N): -0.484, atom 4 (C): -0.143, atom 5 (N): -0.354, atom 6 (C): 0.033, atom 7 (Cl): -0.401, atom 8 (C): -0.232, atom 9 (C): -0.617, atom 10 (Cl): -0.046, atom 11 (C): -0.510, atom 12 (P): 2.225, atom 13 (N): -1.404, atom 14 (O): -0.989, atom 15 (O): -0.988, atom 16 (H): 0.276, atom 17 (H): 0.190, atom 18 (H): 0.218, atom 19 (H): 0.408, atom 20 (H): 0.204, atom 21 (H): 0.187, atom 22 (H): 0.207, atom 23 (H): 0.226, atom 24 (H): 0.197, atom 25 (H): 0.217, atom 26 (H): 0.374, atom 27 (H): 0.534, atom 28 (H): 0.497, atom 29 (O): -0.560, atom 30 (C): 0.075, atom 31 (C): 0.089, atom 32 (O): -0.581, atom 33 (H): 0.181, atom 34 (H): 0.123, atom 35 (H): 0.132, atom 36 (H): 0.146


3.
# C5H13NS

One molecule with the formula C5H13NS (ωB97M-V/def2-TZVPD, the OMol25 dataset).

```
20
C5H13NS (ωB97M-V/def2-TZVPD)
C 2.379 1.058 0.887
N 0.874 0.810 0.718
C 0.627 -0.710 0.735
C 0.064 -1.106 -0.602
C -0.970 -0.482 -1.568
C -1.883 0.530 -0.957
S -3.092 -0.230 0.289
H 2.886 0.739 1.778
H 2.528 2.225 0.812
H 2.815 0.588 0.081
H 0.330 0.999 1.569
H -0.244 -0.808 1.470
H 1.381 -1.298 1.266
H 0.861 -1.503 -1.263
H -0.540 -1.996 -0.319
H -1.433 -1.408 -1.933
H -0.469 0.011 -2.402
H -1.335 1.254 -0.308
H -2.453 1.188 -1.582
H -2.327 0.138 1.328
```

Summary:
Electronic energy: -17719.1255 eV
Relative energy (zero: lowest compared OMol25 entry of this formula, charge and spin): 2.125 eV
Kohn-Sham gap: 0.360 Eh
HOMO: -8.972 eV
LUMO energy: 0.0302 Eh
SMILES: CNCCCCS
M: 119.233 g mol⁻¹

The computed natural (NBO) charges, all in e, follow: atom 1 (C): -0.414, atom 2 (N): -0.637, atom 3 (C): -0.235, atom 4 (C): -0.421, atom 5 (C): -0.408, atom 6 (C): -0.481, atom 7 (S): -0.098, atom 8 (H): 0.176, atom 9 (H): 0.193, atom 10 (H): 0.190, atom 11 (H): 0.349, atom 12 (H): 0.171, atom 13 (H): 0.206, atom 14 (H): 0.204, atom 15 (H): 0.205, atom 16 (H): 0.218, atom 17 (H): 0.210, atom 18 (H): 0.240, atom 19 (H): 0.222, atom 20 (H): 0.111


4.
# C25H43Cl2N5O6S2Si2Sr

C25H43Cl2N5O6S2Si2Sr as an isolated structure (ωB97M-V/def2-TZVPD, the OMol25 dataset).

```
86
C25H43Cl2N5O6S2Si2Sr (ωB97M-V/def2-TZVPD)
Sr -0.504 1.132 -1.204
C 2.399 -1.085 1.281
C 2.374 -2.563 0.852
N 1.338 -2.818 -0.132
C 0.496 -3.977 0.024
C -0.071 -4.293 1.414
S -1.059 -2.985 2.185
C 0.154 -2.157 3.257
C 0.555 -0.730 2.887
N 1.081 -0.537 1.555
H 3.066 -0.997 2.155
H 2.836 -0.500 0.472
H 3.365 -2.794 0.442
H 2.255 -3.210 1.729
H 0.774 -1.982 -0.226
H -0.348 -3.845 -0.658
H 1.027 -4.883 -0.311
H -0.728 -5.162 1.319
H 0.713 -4.579 2.118
H -0.285 -2.123 4.256
H 1.023 -2.812 3.323
H -0.297 -0.053 2.988
H 1.288 -0.430 3.657
H 1.068 0.458 1.349
O -0.896 4.976 -1.067
S -0.202 3.952 -1.828
O 0.639 4.465 -2.905
O 0.640 3.081 -0.906
O -1.210 2.956 -2.388
N -3.375 -1.672 -2.583
C -3.711 -1.227 -1.306
C -5.073 -1.246 -0.972
C -5.441 -0.877 0.302
C -4.464 -0.499 1.210
C -3.153 -0.479 0.775
N -2.771 -0.829 -0.462
C -2.159 -2.085 -3.120
C -2.216 -2.926 -4.242
C -1.033 -3.373 -4.789
C 0.168 -2.986 -4.210
C 0.121 -2.135 -3.122
N -1.019 -1.679 -2.583
H -4.170 -1.972 -3.119
H -5.810 -1.551 -1.705
H -6.487 -0.879 0.585
H -4.707 -0.180 2.212
H -2.359 -0.133 1.432
H -3.174 -3.218 -4.657
H -1.049 -4.022 -5.657
H 1.122 -3.307 -4.603
H 1.025 -1.775 -2.651
Cl 3.650 1.554 -4.452
C 2.226 1.522 -3.381
Cl 0.827 0.853 -4.292
C 2.509 0.723 -2.065
O 3.618 0.856 -1.575
O 1.521 0.054 -1.621
H 1.960 2.556 -3.149
C -3.457 1.962 3.569
Si -2.501 3.026 2.298
C -3.301 2.880 0.590
C -2.960 4.785 2.875
C -0.775 2.558 2.175
Si 0.442 3.032 3.411
C 0.109 2.301 5.142
C 2.203 2.544 2.900
C 0.591 4.893 3.806
H -4.543 2.086 3.481
H -3.170 2.274 4.579
H -3.209 0.901 3.487
H -4.393 2.941 0.572
H -3.007 1.912 0.181
H -2.876 3.652 -0.060
H -4.044 4.947 2.827
H -2.472 5.524 2.235
H -2.639 4.963 3.906
H -0.389 2.960 1.225
H 0.101 1.209 5.139
H -0.871 2.635 5.499
H 0.859 2.637 5.866
H 2.428 1.496 3.117
H 2.952 3.156 3.413
H 2.324 2.696 1.824
H -0.326 5.276 4.260
H 0.765 5.460 2.887
H 1.422 5.087 4.496
```

Summary:
Electronic energy: -109672.0963 eV
Relative energy (zero: lowest compared OMol25 entry of this formula, charge and spin): 0.000 eV
Kohn-Sham gap: 0.185 Eh
HOMO: -1.310 eV
LUMO energy: 0.1364 Eh
M: 788.480 g mol⁻¹
Net charge: -2

The computed Löwdin charges, all in e, follow: atom 1 (Sr): 1.430, atom 2 (C): -0.198, atom 3 (C): -0.208, atom 4 (N): -0.056, atom 5 (C): -0.298, atom 6 (C): -0.501, atom 7 (S): 0.863, atom 8 (C): -0.462, atom 9 (C): -0.308, atom 10 (N): -0.058, atom 11 (H): 0.114, atom 12 (H): 0.097, atom 13 (H): 0.107, atom 14 (H): 0.078, atom 15 (H): 0.070, atom 16 (H): 0.097, atom 17 (H): 0.105, atom 18 (H): 0.056, atom 19 (H): 0.055, atom 20 (H): 0.062, atom 21 (H): 0.055, atom 22 (H): 0.079, atom 23 (H): 0.102, atom 24 (H): 0.072, atom 25 (O): -0.365, atom 26 (S): 0.222, atom 27 (O): -0.376, atom 28 (O): -0.589, atom 29 (O): -0.617, atom 30 (N): 0.116, atom 31 (C): -0.301, atom 32 (C): -0.029, atom 33 (C): -0.074, atom 34 (C): -0.066, atom 35 (C): -0.173, atom 36 (N): 0.104, atom 37 (C): -0.305, atom 38 (C): -0.035, atom 39 (C): -0.089, atom 40 (C): -0.070, atom 41 (C): -0.167, atom 42 (N): 0.124, atom 43 (H): 0.120, atom 44 (H): 0.100, atom 45 (H): 0.102, atom 46 (H): 0.089, atom 47 (H): 0.088, atom 48 (H): 0.099, atom 49 (H): 0.099, atom 50 (H): 0.101, atom 51 (H): 0.080, atom 52 (Cl): 0.552, atom 53 (C): -0.939, atom 54 (Cl): 0.606, atom 55 (C): -0.769, atom 56 (O): 0.009, atom 57 (O): -0.309, atom 58 (H): 0.036, atom 59 (C): -0.205, atom 60 (Si): 0.334, atom 61 (C): -0.176, atom 62 (C): -0.204, atom 63 (C): -0.361, atom 64 (Si): 0.341, atom 65 (C): -0.197, atom 66 (C): -0.181, atom 67 (C): -0.204, atom 68 (H): 0.013, atom 69 (H): 0.006, atom 70 (H): -0.003, atom 71 (H): 0.026, atom 72 (H): -0.025, atom 73 (H): 0.023, atom 74 (H): 0.009, atom 75 (H): 0.027, atom 76 (H): 0.002, atom 77 (H): -0.045, atom 78 (H): -0.002, atom 79 (H): 0.007, atom 80 (H): 0.012, atom 81 (H): -0.002, atom 82 (H): 0.015, atom 83 (H): 0.033, atom 84 (H): -0.001, atom 85 (H): 0.027, atom 86 (H): 0.007